[1]
Molecular formula: C6H12Br6
Method: DFT, the ωB97M-V functional and the def2-TZVPD basis

Structure (ORCA input):
```
! wB97M-V def2-TZVPD RIJCOSX def2/J DEFGRID3
* xyz 0 1
Br 1.532 2.466 -0.578
C 2.133 0.699 -1.114
C 0.917 -0.091 -1.473
Br 1.436 -1.878 -2.100
H 2.691 0.226 -0.312
H 2.802 0.864 -1.953
H 0.342 0.361 -2.274
H 0.289 -0.295 -0.612
Br -4.374 3.224 1.115
C -3.650 2.586 -0.558
C -2.162 2.821 -0.656
Br -1.759 4.639 -1.209
H -4.208 3.082 -1.346
H -3.878 1.524 -0.627
H -1.701 2.186 -1.407
H -1.658 2.681 0.294
Br 1.092 -5.385 1.550
C 1.925 -3.669 1.716
C 0.873 -2.618 1.958
Br 1.792 -0.917 2.207
H 2.464 -3.493 0.792
H 2.605 -3.723 2.559
H 0.333 -2.802 2.882
H 0.165 -2.488 1.147
*
```

Computed properties:
E_tot = -15679.90833 Eh
Energy relative to the best compared isomer or geometry (same formula, charge and spin) = 1.50 kcal/mol
Kohn-Sham gap = 10.56 eV
HOMO energy = -10.1831 eV
SMILES string = BrCCBr.BrCCBr.BrCCBr
LUMO energy = 0.372 eV

[2]
Molecular formula: C5H8N2
Method: DFT, the ωB97M-V functional and the def2-TZVPD basis

Structure (ORCA input):
```
! wB97M-V def2-TZVPD RIJCOSX def2/J DEFGRID3
* xyz 0 1
C -0.323 2.253 0.422
C -0.466 1.318 -0.513
C 0.631 0.863 -1.432
N 1.056 -0.538 -1.232
C 0.743 -1.109 -0.186
C 0.393 -1.698 0.936
N -0.855 -2.342 1.174
H -1.142 2.527 1.081
H 0.623 2.774 0.567
H -1.421 0.801 -0.621
H 1.523 1.490 -1.315
H 0.319 0.943 -2.480
H 1.060 -1.623 1.790
H -0.713 -3.303 1.471
H -1.428 -2.356 0.338
*
```

Computed properties:
E_tot = -304.74273 Eh
Energy relative to the best compared isomer or geometry (same formula, charge and spin) = 58.21 kcal/mol
Kohn-Sham gap = 8.95 eV
HOMO energy = -7.9170 eV
SMILES string = C=CCN=C=CN
LUMO energy = 1.028 eV

Which of these has the lowest energy relative to the best compared isomer or geometry (same formula, charge and spin)? C6H12Br6

Copy entry 2 word for word.
Molecular formula: C5H8N2
Method: DFT, the ωB97M-V functional and the def2-TZVPD basis

Structure (ORCA input):
```
! wB97M-V def2-TZVPD RIJCOSX def2/J DEFGRID3
* xyz 0 1
C -0.323 2.253 0.422
C -0.466 1.318 -0.513
C 0.631 0.863 -1.432
N 1.056 -0.538 -1.232
C 0.743 -1.109 -0.186
C 0.393 -1.698 0.936
N -0.855 -2.342 1.174
H -1.142 2.527 1.081
H 0.623 2.774 0.567
H -1.421 0.801 -0.621
H 1.523 1.490 -1.315
H 0.319 0.943 -2.480
H 1.060 -1.623 1.790
H -0.713 -3.303 1.471
H -1.428 -2.356 0.338
*
```

Computed properties:
E_tot = -304.74273 Eh
Energy relative to the best compared isomer or geometry (same formula, charge and spin) = 58.21 kcal/mol
Kohn-Sham gap = 8.95 eV
HOMO energy = -7.9170 eV
SMILES string = C=CCN=C=CN
LUMO energy = 1.028 eV

The highest HOMO energy belongs to which entry? C5H8N2